Formula: C48H123N7O17
Source: the Open Molecules 2025 dataset
Level of theory: wB97M-V/def2-TZVPD

The largest force on an atom comes out at 0.077 Eh/bohr. For the orbital gap (alpha / beta), the calculation gives 0.07082 / 0.30287 Ha. For the highest occupied orbital energy (alpha / beta), the calculation gives -0.00605 / -0.23885 Eh.

ORCA input file:
```
! RIJCOSX wB97M-V def2-TZVPD def2/J DEFGRID3
* xyz -1 2
O 4.01 -4.12 1.48
O -2.15 2.02 1.17
O 5.86 0.52 3.30
O 7.49 -1.44 5.15
O -0.37 -5.82 -3.98
O 0.43 4.14 6.20
O 0.00 3.95 -2.54
O -2.63 -2.45 -2.13
O -1.97 -1.58 2.79
O -5.43 -1.43 -2.82
O -6.12 -0.78 1.88
O -0.86 1.72 -7.54
O 2.11 -0.42 0.51
O -4.29 4.15 1.83
O -0.15 -0.06 -5.35
O -2.13 -4.09 -6.76
O -1.33 -3.49 4.87
N -3.25 -1.15 -4.53
N 1.19 4.50 -2.14
N -1.61 -0.58 0.08
N 2.81 -3.03 -0.99
N 1.82 4.13 5.89
N -7.61 -3.06 1.13
N 1.83 -2.85 -3.71
C 0.86 6.34 -3.80
C -8.17 -1.86 1.70
C 1.19 3.38 0.19
C 2.98 6.04 -2.64
C -3.19 -5.04 -6.63
C -1.57 -6.36 -3.33
C -4.96 -0.81 2.69
C 3.96 5.22 -1.79
C 4.24 -4.26 2.85
C 0.20 -4.66 -3.34
C -3.00 2.09 2.30
C -3.85 -2.85 -1.60
C 1.74 1.79 4.89
C 2.21 -4.15 -0.35
C 6.13 -0.98 5.26
C 2.37 2.75 5.95
C 2.29 4.38 -4.48
C 4.39 3.66 4.52
C 3.17 4.51 -0.67
C 2.56 -4.01 1.18
C -0.94 -3.50 3.59
C 1.45 4.65 3.43
C -3.34 -2.04 -5.73
C -1.94 -2.91 2.61
C 1.94 3.70 -1.14
C 1.11 -3.99 -4.37
C 3.92 2.81 5.72
C 2.13 5.09 4.77
C -2.15 -3.03 -5.76
C -3.46 -1.13 -6.93
C -0.99 1.93 -6.16
C 0.03 -0.24 -1.63
C 1.82 5.26 -3.22
C 3.10 -0.24 1.48
C -7.22 -1.28 2.70
C 2.11 -4.89 -5.12
C 3.71 5.08 4.54
C -9.44 -2.26 2.41
C 2.84 -5.45 -0.98
C 2.15 2.20 7.41
C 0.69 -0.26 0.88
C 1.68 6.49 5.07
C -0.20 -0.83 -0.16
C 0.01 1.34 -5.17
C -4.87 -1.68 -1.58
C 2.55 2.44 -1.72
C 5.39 -0.66 3.96
C -3.41 3.53 2.66
H 4.23 5.74 5.23
H -0.99 -2.66 5.22
H 5.32 -4.31 3.01
H 5.35 -1.54 3.31
H 4.11 3.05 3.65
H -3.63 -3.31 -0.64
H 3.01 5.12 0.23
H 0.02 -1.90 -0.17
H -4.16 -0.32 -6.71
H -4.29 -2.54 -5.51
H 0.03 -3.01 3.54
H -3.85 3.47 3.65
H -2.27 -5.52 -3.36
H 0.49 -3.60 -5.17
H 1.98 -4.80 1.66
H 2.73 -0.73 2.39
H -10.26 -2.28 1.69
H 5.51 -1.68 5.82
H 2.66 6.90 -2.05
H 3.72 -3.56 3.51
H 0.69 -0.38 -5.69
H -0.14 1.71 -4.16
H 8.06 -0.82 4.69
H 3.94 5.57 3.59
H -2.60 -0.60 -7.33
H 1.80 2.03 3.83
H -1.67 -1.07 0.96
H 1.69 3.51 -4.73
H -5.04 -0.14 3.55
H 0.61 6.65 4.95
H 3.54 6.49 -3.47
H -2.21 -1.76 -1.61
H -0.58 4.37 -1.90
H 1.69 1.89 -2.11
H 4.39 1.83 5.69
H 0.52 4.13 3.66
H -2.56 -0.43 -4.60
H 1.03 -0.31 -2.05
H -0.88 3.00 -5.98
H -0.57 -0.71 -2.41
H -0.56 -3.96 -3.00
H 4.11 -0.56 1.23
H 2.32 -3.03 -2.84
H 1.00 1.63 -5.53
H -4.34 -0.83 -1.15
H 3.97 3.86 -0.34
H -1.72 -3.17 1.58
H 0.71 1.56 5.18
H 0.41 4.68 6.99
H -1.23 -2.45 -5.76
H 3.18 2.60 -2.60
H 1.67 -5.80 -5.54
H -9.72 -1.42 3.05
H 0.76 -4.93 -2.45
H 1.94 2.89 0.81
H 1.97 7.24 4.34
H 4.37 4.39 -2.38
H 0.06 5.84 -4.34
H -2.17 -3.52 -4.79
H 5.47 3.80 4.47
H -9.42 -3.17 3.01
H -5.13 3.68 1.84
H 3.89 -5.57 -0.70
H 1.35 7.02 -4.49
H 2.37 5.04 -5.35
H 4.75 5.80 -1.32
H -3.86 -1.65 -7.80
H -2.98 -1.77 -3.78
H -2.00 1.72 -5.83
H 2.19 -3.06 1.56
H 2.38 1.14 7.42
H 2.68 2.74 8.20
H 0.50 6.92 -2.95
H 6.81 0.42 3.18
H 3.82 -3.00 -0.97
H -1.37 -6.84 -2.37
H -4.18 -4.60 -6.55
H -1.98 -7.08 -4.03
H -4.11 -0.59 2.04
H -2.96 -3.23 2.85
H 0.56 -0.84 1.79
H 2.60 -4.32 -5.91
H 0.44 0.80 1.00
H -2.57 1.57 3.15
H -6.67 -2.90 0.82
H -7.65 -0.44 3.25
H -3.91 1.54 2.09
H -2.18 -1.48 3.72
H -5.70 -1.95 -0.92
H -4.68 -1.26 -3.38
H 4.43 3.32 6.54
H -4.85 -1.82 3.09
H -1.76 0.38 0.37
H -3.06 -5.70 -5.76
H 3.26 3.90 -4.35
H 1.97 3.92 2.80
H 1.13 -4.30 -0.40
H -0.80 -4.55 3.34
H -8.34 -1.07 0.96
H -2.65 4.29 2.88
H -4.19 -3.72 -2.16
H 0.76 4.23 0.72
H -7.01 -1.99 3.50
H 2.33 -6.35 -0.64
H 2.06 6.77 6.06
H 2.48 -2.13 -0.69
H 0.43 2.65 -0.11
H 6.09 -0.08 5.87
H -0.14 0.83 -1.74
H 1.19 -2.14 -3.39
H -3.12 -5.67 -7.52
H 2.25 0.83 4.96
H 4.35 -0.57 4.26
H -2.61 2.40 0.42
H 3.17 0.82 1.72
H -7.67 -3.84 1.78
H 2.95 -5.11 -4.46
H -0.93 0.76 -7.55
H 3.81 -5.24 3.07
H 3.18 1.90 -1.02
H 1.10 2.25 7.68
H 2.66 -5.43 -2.05
H 1.09 5.49 2.84
*
```

Formula: C21H66BrNNbO9
Source: the Open Molecules 2025 dataset
Level of theory: wB97M-V/def2-TZVPD

The largest force on an atom comes out at 0.042 Eh/bohr. For the orbital gap, the calculation gives 0.24783 Ha. For the highest occupied orbital energy, the calculation gives -0.17299 Eh.

ORCA input file:
```
! RIJCOSX wB97M-V def2-TZVPD def2/J DEFGRID3
* xyz -1 1
Nb 0.82 0.49 1.85
Br -0.39 -1.84 2.24
O -4.77 -6.58 -1.31
O 3.56 5.64 -5.08
O 3.73 -1.95 5.29
O -1.12 7.01 -0.64
O -0.16 6.10 -3.42
O -2.18 -3.91 -0.19
O 1.85 -6.30 8.01
O 4.45 5.04 -0.19
O -9.76 -9.16 -3.61
N 1.78 2.28 1.72
C -0.19 -3.75 -1.60
C 3.19 -6.75 7.92
C -8.19 -7.38 -3.03
C 4.11 1.66 1.06
C 1.97 -3.37 6.23
C 3.71 -7.35 9.22
C -1.68 -3.53 -1.47
C 5.18 0.87 1.78
C -9.62 -7.88 -3.01
C 2.34 -2.28 5.23
C -0.16 6.11 -4.84
C -6.11 -4.67 -0.58
C 3.90 7.03 -7.07
C 3.55 5.66 -6.50
C -2.50 6.65 -0.63
C 3.22 2.45 2.00
C 2.66 4.61 -1.82
C 3.33 5.59 -0.89
C -5.72 -6.12 -0.35
C 0.20 7.47 -5.41
C -2.81 5.58 0.40
H -8.11 -6.38 -2.59
H 2.65 5.92 -0.11
H -0.48 1.16 2.99
H 1.67 -0.34 0.45
H -5.32 -6.25 0.66
H -7.82 -7.33 -4.06
H 3.45 2.19 3.02
H 2.07 -2.59 4.21
H 1.95 -0.08 3.20
H 3.91 7.01 -8.16
H 4.61 2.36 0.39
H -6.84 -4.34 0.15
H 3.17 7.78 -6.75
H 0.91 -3.60 6.18
H -2.26 4.66 0.18
H -2.23 -4.14 -2.20
H 0.58 5.36 -5.13
H -6.59 -6.78 -0.46
H -3.04 7.57 -0.41
H 4.73 0.15 2.46
H 1.28 2.86 2.39
H 3.46 3.50 1.88
H 2.56 5.35 -6.87
H 1.80 5.06 -2.32
H -0.80 6.74 -3.10
H 5.08 4.73 -0.85
H -9.21 -9.78 -3.13
H 2.22 -3.05 7.24
H -2.81 6.31 -1.63
H 1.79 -1.37 5.43
H -6.52 -4.53 -1.58
H 5.81 1.53 2.36
H -1.13 5.79 -5.22
H -9.98 -7.91 -1.97
H -5.22 -4.04 -0.49
H 3.70 -6.60 10.01
H -7.53 -8.04 -2.48
H 0.23 7.44 -6.50
H 1.18 7.80 -5.05
H 3.36 4.27 -2.59
H 3.50 1.00 0.44
H 0.06 -4.79 -1.42
H 1.81 -5.61 8.69
H 5.82 0.34 1.08
H -0.53 8.22 -5.11
H 4.73 -7.71 9.10
H -1.71 -3.37 0.45
H -10.27 -7.22 -3.57
H 3.19 -7.49 7.13
H 3.66 6.48 -1.45
H 4.88 7.34 -6.72
H 3.08 -8.18 9.52
H 2.53 -4.29 6.02
H -1.93 -2.48 -1.67
H 0.16 -3.47 -2.60
H -2.52 5.91 1.39
H 3.84 -5.92 7.60
H -0.61 6.22 -0.84
H 4.28 4.92 -6.81
H -3.87 5.34 0.40
H -0.47 0.89 0.57
H -3.98 -6.02 -1.21
H 2.32 3.73 -1.27
H 0.34 -3.14 -0.87
H 4.22 -2.75 5.07
H 2.91 6.26 -4.75
*
```

Which E belongs to each record? In order, -3564.60393 -4202.42521 Eh.